Run one
Molecular formula: C2ClF4NO
Method: DFT, wB97M-V/def2-TZVPD

As for the multiplicity: 1. The LUMO energy comes out at -1.491 eV. The highest occupied orbital energy comes out at -10.4740 eV. Its total charge is 0. The SMILES is O=NC(F)(F)C(F)(F)Cl.

Geometry (Å):
O 2.10 -0.82 -0.47
N 1.02 -1.33 -0.40
C -0.22 -0.43 -0.55
F -0.49 0.38 -1.60
F -1.16 -1.32 -0.58
C -0.34 0.56 0.67
F -1.64 0.76 0.92
F 0.30 0.12 1.76
Cl 0.42 2.09 0.25

=====

Run two
Molecular formula: C2ClF4NO
Method: DFT, wB97M-V/def2-TZVPD

As for the multiplicity: 1. The LUMO energy (alpha / beta) comes out at -1.704 / -1.265 eV. The highest occupied orbital energy (alpha / beta) comes out at -11.3788 / -9.4510 eV. Its total charge is 0.

Geometry (Å):
C -0.05 0.95 0.77
C 1.04 0.38 0.00
N -0.97 -0.82 -1.04
O -0.87 1.82 0.54
F -0.02 0.22 1.98
F 1.55 -0.77 0.23
F -1.79 -0.89 -0.03
F -0.72 -2.16 -1.29
Cl 1.83 1.28 -1.16

=====

Q: What are the energies relative to the best structure? A: run one 0.0; run two 73.6, in kcal/mol.